The following is a quantum chemistry calculation of a cluster of 14 separate species, C33H88N7O21S in total, from OMol25.

DFT total energy   -99914.703 eV
Frontier orbital gap   7.337 eV
Total charge   -1
E_HOMO   -5.67 eV

Each line ends with the Mulliken charge.
Element x y z (Å)
S 20.1074 -9.3561 -6.8430  1.560
O 28.4591 -10.3493 -8.8453  -0.561
O 18.7819 -8.1163 -11.8353  -0.310
O 18.9381 -12.0316 -8.3828  -0.489
O 25.9418 -13.6404 -3.4167  -0.714
O 21.2188 -10.2468 -6.3186  -0.818
O 27.6464 -12.4623 -10.8343  -0.502
O 18.7862 -9.8535 -6.4346  -0.874
O 22.9326 -7.5487 -5.8637  -0.171
O 27.1400 -10.8835 -13.4444  -0.560
O 25.9073 -6.4762 -9.2574  -0.306
O 23.5014 -11.1288 -7.2805  1.274
O 16.5833 -9.2880 -10.2613  -0.616
O 24.5274 -5.5167 -6.7780  -0.691
O 23.8873 -3.7396 -10.2059  -0.659
O 20.3685 -8.0016 -6.3272  -0.976
O 17.2349 -13.7404 -11.7157  -0.611
O 22.9203 -9.8108 -3.8233  -0.658
O 20.0936 -9.4034 -8.3334  -0.524
O 26.4406 -12.8035 -8.3784  -0.362
O 25.0524 -13.1135 -13.4282  -0.689
O 19.1585 -11.5488 -10.6925  0.286
N 24.6727 -13.3551 -11.1975  0.046
N 22.9345 -5.4805 -9.1391  0.122
N 24.5127 -13.7539 -7.6631  0.310
N 25.2482 -12.2220 -5.0507  0.255
N 27.8101 -10.9500 -6.7494  -0.154
N 20.5599 -13.2762 -7.4368  -0.184
N 22.5970 -9.8921 -9.9130  1.352
C 28.8122 -8.7890 -7.0716  -0.956
C 24.2971 -13.3574 -12.4926  0.616
C 22.8632 -13.7738 -12.7574  -0.966
C 21.0118 -6.2552 -14.8098  -0.853
C 25.8392 -13.7774 -7.9453  0.603
C 18.7958 -7.2928 -15.6644  -1.440
C 28.3920 -10.1220 -7.6507  0.589
C 26.3400 -5.3766 -8.4343  -0.550
C 24.6893 -7.4088 -13.9602  -1.182
C 18.3810 -13.1915 -12.3484  -1.019
C 21.4391 -9.0895 -10.3612  -0.603
C 26.5169 -15.1058 -7.7141  -1.696
C 23.3746 -7.3737 -14.7252  -0.429
C 19.5154 -13.0832 -8.2645  0.762
C 23.6758 -9.9152 -10.9396  0.075
C 18.6496 -11.7371 -11.9869  -0.475
C 24.0163 -14.3094 -4.6737  -0.229
C 17.3852 -8.1912 -9.8227  0.387
C 23.7928 -8.7112 -3.8584  -0.201
C 25.9239 -5.6587 -7.0160  -0.289
C 19.3434 -14.1411 -9.3647  -1.097
C 25.1598 -13.3699 -4.3242  0.631
C 21.6005 -4.2391 -10.7517  -1.091
C 27.8860 -10.4992 -12.2910  0.051
C 22.2497 -6.6121 -13.9868  0.487
C 23.0405 -9.2354 -8.6597  0.371
C 22.9086 -4.4553 -10.0259  0.798
C 23.1937 -7.4360 -4.4689  -0.523
C 24.0793 -9.9835 -7.8483  -0.794
C 20.2005 -7.5176 -15.0788  0.384
C 28.5426 -11.6532 -11.5846  -0.532
C 22.1408 -11.2823 -9.5344  0.846
C 17.8446 -7.4012 -11.0243  -0.764
H 24.2557 -13.9453 -10.5014  0.180
H 16.9609 -7.0866 -11.5942  0.296
H 19.8824 -15.0736 -9.1758  0.490
H 24.3455 -11.9225 -5.4059  -0.252
H 28.6708 -8.7335 -5.9933  0.400
H 24.6382 -7.3382 -12.8714  0.069
H 24.1302 -12.7908 -7.6121  -0.422
H 23.2793 -10.2300 -11.9040  0.325
H 25.8405 -15.8919 -7.3695  0.519
H 23.5408 -14.0068 -5.6021  -0.435
H 18.2642 -14.3266 -9.4044  0.352
H 18.3710 -6.5024 -10.7032  0.426
H 20.7296 -12.4776 -6.8259  0.168
H 21.5202 -4.8884 -11.6195  0.026
H 17.7142 -11.1795 -12.1602  0.296
H 26.0393 -4.3971 -8.8102  0.306
H 26.4228 -5.0361 -6.2593  0.431
H 24.4403 -15.3111 -4.6917  0.333
H 26.4336 -11.5052 -13.2035  0.308
H 23.7611 -5.6615 -8.5752  -0.340
H 20.0540 -8.0714 -14.1428  -0.232
H 20.7126 -4.1762 -10.1257  0.413
H 22.4406 -9.9185 -4.6870  0.292
H 27.4372 -5.3382 -8.3965  0.486
H 16.8019 -9.9887 -9.6379  0.367
H 25.9911 -11.5888 -4.8347  0.078
H 27.6571 -10.5708 -5.8377  0.200
H 18.4752 -11.6570 -10.0226  0.094
H 18.1685 -13.3360 -13.4129  0.480
H 26.6380 -6.6602 -9.8566  0.186
H 29.2061 -11.2287 -10.8225  0.218
H 22.0616 -5.7582 -8.7148  0.185
H 21.5302 -11.1449 -8.6412  -0.818
H 26.2086 -6.6671 -6.6850  0.049
H 24.1265 -6.3001 -6.3480  0.328
H 19.3055 -13.7689 -12.1928  0.261
H 18.1884 -8.1382 -15.3325  0.338
H 23.0255 -11.8905 -9.3567  -0.450
H 21.0901 -9.4786 -11.3179  0.325
H 22.6700 -14.4557 -13.5801  0.515
H 24.4064 -10.6720 -10.6592  -0.320
H 18.4228 -9.0140 -11.8896  0.158
H 23.8640 -6.6009 -4.2241  0.511
H 21.6945 -8.0368 -10.4559  0.313
H 21.1756 -14.0212 -7.6425  0.136
H 18.3751 -6.3620 -15.2919  0.333
H 24.0410 -8.8912 -10.9486  -0.127
H 24.4139 -9.3516 -7.0157  -0.038
H 24.6488 -8.9723 -4.4946  -0.084
H 25.0014 -10.2009 -8.3985  0.241
H 17.3606 -13.6839 -10.7585  0.347
H 19.5195 -13.7810 -10.3788  -0.138
H 19.3072 -11.2891 -12.7424  0.450
H 27.1978 -10.0402 -11.5683  -0.051
H 22.2829 -12.8576 -12.8958  0.070
H 24.1591 -14.5414 -7.1521  0.277
H 16.9104 -7.5034 -9.1157  0.366
H 21.9877 -7.8810 -6.0580  -0.019
H 22.1965 -9.1674 -7.9683  -0.836
H 20.7493 -8.2881 -15.6308  0.353
H 21.9737 -7.1497 -13.0770  -0.549
H 27.2120 -11.6881 -7.1103  0.032
H 25.2868 -6.5366 -14.2465  0.405
H 27.3020 -15.1008 -6.9573  0.315
H 25.3008 -8.2810 -14.1962  0.398
H 18.2694 -8.5582 -9.2892  -0.488
H 22.9830 -8.3909 -14.8528  0.275
H 22.7466 -5.6919 -13.6544  0.390
H 24.0536 -8.4811 -2.8249  0.526
H 20.4677 -5.5248 -14.2062  0.286
H 29.2459 -12.2226 -12.1966  0.348
H 23.4271 -7.0241 -15.7580  0.386
H 23.4105 -8.2234 -8.8209  0.188
H 23.3341 -14.2731 -3.8250  0.324
H 28.1857 -8.0110 -7.5002  -0.068
H 22.6508 -10.8602 -6.8199  -0.216
H 29.8396 -8.5450 -7.3387  0.347
H 20.6011 -9.2212 -9.6766  -0.364
H 28.5880 -9.7478 -12.6537  0.445
H 21.7216 -11.7354 -10.4308  0.370
H 26.9678 -15.4602 -8.6422  0.324
H 25.6231 -13.0436 -11.0149  -0.018
H 21.7188 -3.2203 -11.1346  0.375
H 22.4114 -14.2606 -11.8862  0.261
H 21.2093 -5.7907 -15.7804  0.321
H 27.7018 -12.1235 -9.9263  0.247
H 18.7815 -7.3712 -16.7526  0.386
H 22.2581 -7.1233 -3.9904  0.333